Entry from the OMol25 dataset: the molecule C5H10O2 (the ωB97M-V functional and the def2-TZVPD basis).

As for the LUMO energy: 0.589 eV. For the molecular weight, the calculation gives 102.13 g mol⁻¹. The highest occupied orbital energy comes out at -7.127 eV. As for the energy: -346.82293 a.u.

Each line ends with the natural charge from an NBO analysis.
Element x y z (Å)
C: 2.00344 -0.18471 -0.64272  -0.63
C: 0.93049 0.35859 0.30083  0.00
O: 0.04403 1.12138 -0.55149  -0.55
C: -1.25353 1.16368 -0.02661  -0.09
C: -1.81940 -0.28399 0.04076  -0.08
C: 0.13943 -0.58203 1.16555  -0.36
O: -0.76720 -1.32727 0.10046  -0.52
H: 2.45317 0.61864 -1.23613  0.22
H: 1.60207 -0.92054 -1.35630  0.17
H: 2.78980 -0.67444 -0.06005  0.21
H: 1.40810 1.03425 1.02620  0.18
H: -1.85124 1.76543 -0.72856  0.19
H: -1.28433 1.65937 0.95601  0.19
H: -2.40184 -0.43031 0.95602  0.23
H: -2.39046 -0.52837 -0.85060  0.17
H: 0.76194 -1.36073 1.61170  0.16
H: -0.30600 -1.51116 -0.75900  0.50

Entry from the OMol25 dataset: C24H34BeCl2FKLi2N4O10P2 as an isolated structure in a non-equilibrium geometry (the ωB97M-V functional and the def2-TZVPD basis).

As for the LUMO energy: -2.799 eV. For the molecular weight, the calculation gives 752.40 g mol⁻¹. The highest occupied orbital energy comes out at -3.876 eV. As for the energy: -4238.62750 a.u.

Each line ends with the Löwdin charge.
Element x y z (Å)
C: -5.83987 -2.52819 -0.19360  -0.09
C: -5.04801 -2.07222 1.01290  -0.29
C: -3.58668 -1.81788 0.72582  -0.22
C: -3.33520 -0.64253 -0.24011  -0.13
C: -2.98084 0.67546 0.37805  -0.47
N: -3.67458 0.91200 1.63652  0.16
O: -3.33959 1.84391 -0.39199  0.07
C: -2.80392 2.85093 0.37789  -0.64
O: -3.20177 3.94039 0.40306  0.21
O: -1.72602 2.39501 1.03346  0.05
C: -1.50219 1.02706 0.51213  -0.38
C: -0.65101 0.26996 1.50771  -0.02
C: 0.51370 -0.53187 0.97432  -0.35
O: 1.58584 -0.46934 1.50005  0.15
C: 0.42614 -1.45145 -0.19891  -0.13
C: 1.27182 -1.21304 -1.28228  0.00
C: 1.22996 -2.02204 -2.41522  -0.03
C: 0.33283 -3.07611 -2.45357  -0.22
C: -0.48567 -3.34654 -1.35865  -0.17
C: -0.44416 -2.53754 -0.21597  -0.03
P: -0.74068 1.38384 -1.12788  0.88
N: -1.43588 0.56584 -2.27392  -0.22
H: -5.76126 -1.86889 -1.04896  0.07
H: -6.88772 -2.56348 0.05988  0.08
H: -5.56224 -3.54412 -0.46045  0.07
H: -5.48159 -1.22477 1.50284  0.00
H: -5.10088 -2.87249 1.73835  0.11
H: -3.09121 -1.68249 1.67668  0.10
H: -3.18683 -2.75903 0.33770  0.07
H: -2.59576 -0.84793 -1.01245  0.04
H: -4.26352 -0.47293 -0.77291  0.12
H: -3.42088 0.26115 2.36760  0.05
H: -4.66867 0.84161 1.45290  0.08
H: -0.22921 0.94215 2.23553  0.14
H: -1.29684 -0.39323 2.06963  0.12
H: 1.97435 -0.39786 -1.25220  0.10
H: 1.89128 -1.77709 -3.22581  0.12
H: 0.28487 -3.66860 -3.33665  -0.03
H: -1.16640 -4.19152 -1.37209  0.08
H: -1.05993 -2.73613 0.63939  0.12
H: 0.62594 1.19882 -0.92562  0.04
H: -0.89670 2.76857 -1.31394  0.03
H: -0.75408 0.01021 -2.77080  -0.03
Li: -2.79728 -2.74205 -1.56577  0.61
N: 3.89341 0.05820 3.16138  0.04
C: 4.47304 0.53813 2.02544  -0.15
C: 5.75337 0.92510 2.33351  -0.13
C: 5.94996 0.62530 3.70549  -0.22
C: 4.77919 0.10659 4.19422  -0.08
H: 2.94552 -0.28328 3.22350  0.09
H: 3.92983 0.57839 1.09784  0.09
H: 6.46140 1.36927 1.65017  0.07
H: 6.82310 0.67686 4.32236  -0.06
H: 4.51272 -0.24043 5.17549  0.12
C: 2.66629 3.00209 -4.25913  -0.05
C: 2.09605 1.98340 -3.26874  -0.77
O: 2.85278 1.28370 -2.59402  0.00
O: 0.82726 2.03789 -3.22423  -0.17
H: 3.74557 3.05897 -4.26662  0.06
H: 2.30695 2.81042 -5.26627  0.08
H: 2.23424 3.93081 -3.93112  0.00
K: 1.00744 -5.50402 -3.41610  0.75
O: 2.08433 -2.23954 4.59201  -0.20
P: 0.92822 -1.44260 5.18326  -0.13
O: 1.32511 -0.71294 6.45885  -0.16
O: -0.18421 -2.41929 5.54297  -0.18
O: 0.46300 -0.42237 4.14629  -0.24
C: 5.43742 2.63517 -7.73328  -0.06
C: 4.85886 3.66901 -6.89686  -0.27
N: 4.40719 4.48299 -6.23947  0.14
H: 4.64631 2.04335 -8.18877  0.08
H: 6.03957 3.08978 -8.51674  0.09
H: 6.06783 1.98512 -7.13010  0.09
Be: 8.22362 1.12056 3.87039  0.43
F: 7.71483 -0.93972 4.23084  -0.58
C: -6.30651 0.35913 4.08890  -0.95
Cl: -5.03006 -0.86237 4.18378  0.59
Cl: -7.29899 0.19003 2.62132  0.54
H: -6.95209 0.25234 4.95042  0.03
H: -5.84451 1.33849 4.07530  0.03
Li: 1.04232 4.47992 -2.83493  0.85

Entry from the OMol25 dataset: C18H23NO3 as an isolated structure in a non-equilibrium geometry (the ωB97M-V functional and the def2-TZVPD basis).

As for the LUMO energy: 0.284 eV. For the molecular weight, the calculation gives 301.39 g mol⁻¹. The highest occupied orbital energy comes out at -8.186 eV. As for the energy: -979.62133 a.u.

Each line ends with the natural charge from an NBO analysis.
Element x y z (Å)
C: -6.03837 -0.41454 -0.48624  -0.21
H: -6.79548 -1.27152 -0.32455  0.19
O: -4.87946 -1.02297 -0.31487  -0.51
C: -3.66469 -0.18535 -0.63477  0.30
C: -2.29795 -0.79591 -0.60222  -0.24
C: -1.13932 0.04956 -0.64527  -0.19
C: -1.16716 1.47393 -1.03758  -0.17
C: -2.55984 1.72630 -1.29355  -0.09
C: -3.69033 1.01640 -1.02107  -0.35
H: -4.68920 1.61779 -1.23115  0.23
H: -2.71444 2.77970 -1.41530  0.19
C: -0.05864 1.99236 -1.32219  -0.07
C: 0.25723 2.12962 -3.09299  -0.43
C: 0.62080 0.78679 -3.30006  0.52
O: 0.41798 0.25701 -4.55101  -0.56
C: 1.63517 0.20513 -2.38763  -0.39
C: 1.88084 0.64871 -1.30690  0.30
N: 2.82997 -0.02927 -0.43293  -0.63
H: 2.92620 -1.08017 -0.82875  0.39
C: 2.97000 0.08289 1.07495  -0.22
H: 4.05324 -0.35353 1.14946  0.20
C: 2.09086 -0.86422 1.97260  0.07
C: 2.19647 -0.80271 3.40271  -0.47
H: 1.48193 -0.11646 3.91640  0.24
C: 2.21199 -2.53704 3.75461  -0.40
H: 2.81958 -2.39588 4.61811  0.22
C: 2.96714 -2.85904 2.38532  -0.09
H: 2.50447 -4.08945 2.52915  0.20
H: 4.05866 -2.74831 2.57457  0.19
O: 2.29465 -2.19040 1.41121  -0.53
H: 1.21994 -2.71113 3.99267  0.21
H: 3.24821 -0.41182 3.42301  0.20
H: 0.95406 -0.71240 1.51370  0.17
H: 2.90642 1.07654 1.18838  0.20
C: 1.22903 1.76649 -0.65661  -0.48
H: 1.74211 2.52021 -0.51909  0.22
H: 0.88343 1.43463 0.32536  0.22
H: 2.00290 -0.58699 -2.68003  0.21
H: 0.94267 2.86702 -3.07983  0.23
H: -0.69056 2.39250 -3.26140  0.23
H: -0.37679 3.37111 -1.10492  0.15
H: -0.19875 -0.35998 -0.25550  0.20
H: -2.20558 -1.75395 -0.01502  0.23
H: -6.03473 -0.14902 -1.61960  0.16
H: -6.14467 0.24740 0.18883  0.16